# 1
Below is a single C9H15OP molecule, with properties calculated with wB97M-V/def2-TZVPD.

```
26
C9H15OP, DFT wB97M-V/def2-TZVPD
H -3.46049 -1.19715 0.34752
C 0.76531 0.87795 -0.36924
H -0.65027 -3.30992 0.37735
H -0.78370 3.47185 -0.76353
H 1.61165 1.18207 -2.34499
P -1.44921 -0.24619 1.24946
C -0.65989 2.99404 0.19714
C -0.03976 1.72999 0.23862
H 2.91663 -1.02971 -0.15010
H -3.36110 0.48695 -0.21546
H 2.80851 1.07145 -0.85017
C -0.03661 -1.23913 0.57564
C -2.76824 -0.41823 -0.00434
H 1.87047 2.55121 -1.07503
C 2.01964 -1.27556 -0.66321
H -0.50406 -2.64091 1.98775
H 1.06338 -3.06901 0.96036
C 0.85125 -0.51549 -0.11749
H -1.69840 3.03724 0.50218
H -0.19581 3.75406 0.85464
H -2.52166 -0.80526 -0.89915
H 1.94664 -2.41219 -0.64331
O -1.85328 -0.74904 2.63027
C 1.89341 1.44885 -1.26785
H 2.21750 -1.02865 -1.60012
C 0.01808 -2.66922 1.04304
```

Its maximum force is 5.30 eV/A. The calculation puts the energy at -20909.0676 eV. As for the spin multiplicity: 1. The value obtained for the LUMO energy (alpha / beta) is 0.14 / 0.13 eV.



# 2
Below is 2 unconnected molecules or ions with the total composition C3H2F2O, with properties calculated with wB97M-V/def2-TZVPD.

```
8
C3H2F2O, DFT wB97M-V/def2-TZVPD
O 2.20556 -0.98547 -0.63090
F 2.41551 1.16620 -0.68740
H 2.07747 -1.72909 -0.10519
C 1.91895 0.16929 -0.01832
C -0.24378 0.78482 0.06616
F 2.22733 0.31524 1.26719
C -1.36581 1.20006 -0.05870
H -2.27115 1.64953 0.27428
```

Its maximum force is 4.51 eV/A. The calculation puts the energy at -10620.8089 eV. As for the spin multiplicity: 1. The value obtained for the LUMO energy is -0.12 eV.



# 3
Below is a gas-phase ion, C3H5O4 (charge -1), with properties calculated with wB97M-V/def2-TZVPD.

```
12
C3H5O4, DFT wB97M-V/def2-TZVPD
O 3.06690 0.58604 -0.14584
O 1.08128 0.23862 0.46101
H -2.71874 -0.40126 0.69237
H 3.78995 0.24673 -0.68380
H -0.15137 -1.41253 0.01515
O -1.53001 1.63411 0.01790
O -2.38022 -0.61989 -0.18271
C -0.33747 -0.42304 0.45563
H -0.96831 0.31466 -1.48310
C 2.03404 -0.25307 -0.25195
C -1.26961 0.43383 -0.41108
H -0.61644 -0.34421 1.51643
```

Its maximum force is 2.83 eV/A. The calculation puts the energy at -11380.1801 eV. As for the spin multiplicity: 1. The value obtained for the LUMO energy is 3.54 eV. The charge is -1.



# 4
Below is a molecular structure, C11H25INO2P2W, with properties calculated with wB97M-V/def2-TZVPD.

```
43
C11H25INO2P2W, DFT wB97M-V/def2-TZVPD
W 1.38384 -1.08969 -0.11757
C -1.32010 -0.62213 1.95670
H 3.81616 1.36417 -2.86577
C 0.54379 1.99215 0.19987
H -0.30832 -2.73689 3.54403
H -1.96321 0.16603 -1.04018
H -2.29176 -0.86056 1.58145
H 3.83385 -0.45418 -2.67937
H -1.42478 -0.70442 3.08315
P 1.83334 0.59689 -1.77308
H -2.29992 -2.98666 0.25899
H 1.07626 -1.65287 3.23654
H 1.14341 -3.35826 2.67165
H 1.34660 1.87969 -3.70973
C -0.80752 0.70313 1.51269
H -0.12913 0.94889 -3.10054
C 3.61093 0.51269 -2.18803
H 1.41321 2.91841 -1.58522
O -4.32487 -0.74772 -0.09288
H -0.94352 -4.16651 0.39237
H 2.59153 2.37265 -0.35430
C 0.49308 -2.48804 2.82485
I 2.23511 -3.38090 -1.13786
N 0.23590 0.72561 0.62634
H -3.59681 -0.37554 -0.57099
C -0.02497 3.18171 0.67909
O -1.81865 0.44875 -1.97545
H -2.15443 1.74703 2.85541
C 0.95563 0.91468 -3.33066
C -1.32620 1.84552 2.13659
H 4.21224 0.60633 -1.26374
C -0.98709 3.11065 1.68368
H 1.18650 -1.21671 -1.84303
H 1.18046 0.07692 -4.01601
P -0.32744 -1.96410 1.27964
C -1.47054 -3.34064 0.89602
H 2.43577 -0.28243 0.91800
H -4.51044 0.06249 0.39124
H 0.31175 4.18605 0.30909
H -2.03593 -0.35057 -2.50717
C 1.60420 2.11783 -0.81776
H -1.91173 -3.72954 1.83421
H -1.46620 4.03011 2.09773
```

Its maximum force is 2.85 eV/A. The calculation puts the energy at -45894.4792 eV. As for the spin multiplicity: 3. The value obtained for the LUMO energy (alpha / beta) is -3.85 / -3.96 eV. The charge is +1.



# 5
Below is a gas-phase ion, C3H7N4 (charge +1), with properties calculated with wB97M-V/def2-TZVPD.

```
14
C3H7N4, DFT wB97M-V/def2-TZVPD
H 1.50114 1.63331 2.04902
H -1.11114 -0.80199 1.81233
N -0.46910 -0.75704 1.04531
N 2.68761 -1.28027 1.57468
H -0.15907 1.75986 1.26763
C 0.82753 1.38787 1.22567
H 0.35234 -0.40641 -1.17779
H -0.27777 -1.43978 -2.07696
C 0.74429 -0.06774 0.88386
C -0.86718 -1.41320 -0.04833
N 1.71894 -0.75235 1.32420
H 1.31214 1.83398 0.39382
H -1.73331 -2.07519 0.06693
N -0.34321 -1.12982 -1.16541
```

Its maximum force is 5.42 eV/A. The calculation puts the energy at -9175.5669 eV. As for the spin multiplicity: 1. The value obtained for the LUMO energy is -3.95 eV. The charge is +1.



# 6
Below is a single C7H10 molecule, with properties calculated with wB97M-V/def2-TZVPD.

```
17
C7H10, DFT wB97M-V/def2-TZVPD
H 2.84027 -2.40028 1.71047
C -0.56388 0.83835 -2.41167
H 0.18494 0.22010 1.98753
H 2.10831 -0.88221 2.57911
C 1.28252 -1.25281 0.76067
H -2.15610 1.62864 -0.52468
C -0.49231 0.39599 0.03114
H -1.88966 1.78994 1.12054
H 0.99062 -0.18781 -1.37067
H -2.55913 0.27371 0.53379
H -1.63576 0.92555 -2.59729
C 2.18746 -1.54110 1.71323
C 0.32779 -0.15539 0.97586
C 0.00386 0.24247 -1.36402
H -0.05503 0.95712 -3.36474
H 1.23742 -1.88854 -0.11176
C -1.81133 1.03628 0.33247
```

Its maximum force is 2.00 eV/A. The calculation puts the energy at -7418.6473 eV. As for the spin multiplicity: 1. The value obtained for the LUMO energy is 0.44 eV.



# 7
Below is a single C18H26N2O2 molecule, with properties calculated with wB97M-V/def2-TZVPD.

```
48
C18H26N2O2, DFT wB97M-V/def2-TZVPD
H -0.13746 -2.92240 1.37293
H -2.58515 -1.37966 1.59700
C 5.89744 1.31774 0.89472
H 6.54049 1.81865 1.60327
C 2.42336 -0.09917 0.83000
H 7.34479 1.35208 -0.68347
H -0.25258 -0.99356 -2.47057
H -3.53479 -0.84476 -0.51724
C -2.20503 0.75329 1.57726
O -0.39360 1.18208 -1.50839
N -1.77765 1.17940 0.26436
H 1.30010 -2.88773 0.35761
H -2.71690 1.60710 2.02867
C -4.08856 -0.49002 0.35486
C 4.24697 0.02488 -0.92226
C 0.09748 -0.44101 0.15731
C -0.71893 0.71226 -0.42705
H -3.62006 1.06172 -1.82522
H -0.46409 -2.74553 -2.38774
O 2.18178 -0.34725 1.99904
C 3.78363 0.29603 0.36149
H -4.87065 -1.22418 0.55940
H -4.45546 2.53173 -1.32356
C -3.15833 -0.45164 1.56980
C -0.36604 -1.78491 -0.45846
H -1.33955 0.53336 2.20613
C 0.21440 -2.94624 0.34395
C -3.87600 1.67981 -0.96226
C 4.62391 0.93319 1.26940
C -2.58603 2.22044 -0.34524
H -1.98119 2.68699 -1.12595
C 0.03110 -1.89263 -1.92892
C 6.34908 1.05530 -0.38817
H 3.62421 -0.50228 -1.63047
H 1.64915 0.22404 -1.05202
C -4.73003 0.85546 0.00209
H 5.88271 0.18514 -2.28709
H -4.93212 1.42606 0.91039
H -1.45818 -1.81848 -0.39094
H -3.75335 -0.40938 2.48409
H 4.25669 1.11756 2.26788
N 1.48609 -0.18108 -0.14142
H 1.10536 -2.03341 -2.02199
C 5.52566 0.40253 -1.29092
H -0.07683 -3.89555 -0.09997
H 0.02313 -0.50390 1.24502
H -5.69001 0.66701 -0.48348
H -2.81892 2.97094 0.41613
```

Its maximum force is 0.61 eV/A. The calculation puts the energy at -26164.7937 eV. As for the spin multiplicity: 1. The value obtained for the LUMO energy is 0.84 eV.



# 8
Below is a molecular structure, C5H10O, with properties calculated with wB97M-V/def2-TZVPD.

```
16
C5H10O, DFT wB97M-V/def2-TZVPD
C -0.39871 0.65410 0.47862
H 0.71611 2.46963 -0.10903
C -0.22676 -1.29604 -1.34392
H 1.66776 1.41944 0.99060
H -0.19042 0.01067 2.54113
C -0.16509 0.17319 -0.97097
H -0.73280 0.80515 -1.67256
H -0.99340 -1.85931 -0.80006
H 0.74997 -1.71453 -1.08992
H 0.59351 -1.05533 1.36293
H -0.38699 -1.42609 -2.41840
O 1.21141 0.61932 -0.91700
C 0.89618 1.43603 0.21385
C -0.28736 -0.42883 1.54269
H -1.16746 -1.08422 1.55645
H -1.28595 1.27683 0.63560
```

Its maximum force is 0.46 eV/A. The calculation puts the energy at -7393.5940 eV. As for the spin multiplicity: 1. The value obtained for the LUMO energy is 1.13 eV.



# 9
Below is 4 unconnected molecules or ions with the total composition C2H12N2O3, with properties calculated with wB97M-V/def2-TZVPD.

```
19
C2H12N2O3, DFT wB97M-V/def2-TZVPD
H 0.62810 2.09378 -1.23013
C 0.53378 1.41256 -0.40151
H 0.68561 1.21702 2.27789
H -0.48081 1.49173 0.02440
N 1.44234 1.70985 0.57861
H -2.01561 -0.88388 1.58170
H 0.88003 -0.71969 0.71741
O -2.01722 -0.75160 -2.98190
H -1.30086 -0.63662 0.27396
C 1.56501 0.85387 1.65425
H -1.32295 -0.29426 -3.46550
H 2.30259 -0.98420 1.53411
O -1.53703 -0.18848 1.11926
H -1.53111 -1.30650 -2.28253
H 2.47402 1.04089 2.21436
N 1.39402 -0.55331 1.57565
O -0.60999 -1.64836 -0.94397
H 0.23390 -1.76944 -1.38771
H 0.68661 0.37638 -0.80080
```

Its maximum force is 1.76 eV/A. The calculation puts the energy at -11385.3831 eV. As for the spin multiplicity: 1. The value obtained for the LUMO energy is -4.32 eV.